Record 1
# C5H8IN2

An isolated ion of composition C5H8IN2 and charge +1 in a non-equilibrium geometry (ωB97M-V with the def2-TZVPD basis set, the Open Molecules 2025 dataset).

Element x y z (Å)
C1 -0.043 -2.009 1.826
C2 0.109 -1.482 0.467
C3 -0.520 -0.293 0.075
N1 0.097 0.257 -1.004
C4 -0.351 1.450 -1.732
N2 0.895 -0.535 -1.670
C5 0.968 -1.883 -0.463
I1 2.091 -3.480 -0.867
H1 0.868 -1.801 2.395
H2 -0.923 -1.538 2.297
H3 -0.125 -3.072 1.794
H4 -1.139 0.336 0.596
H5 0.185 2.375 -1.462
H6 -0.338 1.527 -2.823
H7 -1.359 1.654 -1.314
H8 1.320 -0.252 -2.492

As for the SMILES: Cc1c[n+](C)[nH]c1I. The value obtained for the HOMO-LUMO gap is 8.721 eV. Its HOMO energy is -13.11 eV. The relative energy (zero: lowest compared OMol25 entry of this formula, charge and spin) is 63.7 kcal/mol. Its total charge is +1. The calculation puts the electronic energy at -602.162087 a.u.

natural (NBO) atomic charge list, values in e, 5 entries:
1. C -0.622
2. C -0.184
3. C 0.058
4. N -0.046
5. C -0.459



Record 2
# C3H5NO

A single C3H5NO molecule in a non-equilibrium geometry (ωB97M-V with the def2-TZVPD basis set, the Open Molecules 2025 dataset).

Element x y z (Å)
C1 0.229 -1.579 -0.623
O1 -0.264 -0.308 -0.964
C2 -0.112 0.527 0.080
N1 0.332 0.692 1.253
C3 -0.364 1.855 0.560
H1 1.318 -1.805 -0.943
H2 -0.221 -2.457 -1.089
H3 0.139 -1.654 0.482
H4 0.259 2.720 0.300
H5 -1.315 2.007 0.943

As for the SMILES: COC1=NC1. The value obtained for the HOMO-LUMO gap is 11.067 eV. Its HOMO energy is -10.09 eV. The relative energy (zero: lowest compared OMol25 entry of this formula, charge and spin) is 66.2 kcal/mol. Its total charge is 0. The calculation puts the electronic energy at -247.201759 a.u.

natural (NBO) atomic charge list, values in e, 5 entries:
1. C -0.280
2. O -0.457
3. C 0.496
4. N -0.409
5. C -0.301



Record 3
# C2F10N3Na2O12S6

C2F10N3Na2O12S6 as an isolated structure in a non-equilibrium geometry (ωB97M-V with the def2-TZVPD basis set, the Open Molecules 2025 dataset).

Element x y z (Å)
Na1 -0.336 -0.065 0.204
Na2 -2.984 -0.754 -0.632
N1 -1.467 0.487 -1.800
S1 -1.937 2.163 -1.674
O1 -3.337 2.334 -1.238
O2 -1.432 3.061 -2.701
F1 -1.027 2.536 -0.371
S2 -1.265 0.451 -3.301
O3 0.106 0.581 -3.765
O4 -2.392 0.807 -4.182
F2 -1.518 -1.123 -3.288
N2 -1.601 -2.107 0.615
S3 -2.326 -3.058 1.838
O5 -1.872 -3.041 3.259
O6 -3.156 -4.204 1.427
F3 -3.503 -1.941 1.988
S4 -0.760 -3.303 0.164
O7 -1.416 -4.213 -0.788
O8 0.193 -3.879 1.144
F4 0.323 -2.419 -0.745
C1 0.561 1.446 3.119
F5 0.798 1.728 4.434
F6 -0.334 0.509 3.011
F7 0.184 2.560 2.413
S5 2.270 0.818 2.457
O9 3.362 1.752 2.838
O10 2.463 -0.580 2.964
N3 1.866 0.735 0.737
S6 3.096 1.317 -0.009
O11 3.346 2.742 0.167
O12 4.265 0.440 0.034
C2 2.544 1.068 -1.774
F8 1.546 1.920 -2.014
F9 3.572 1.439 -2.488
F10 2.169 -0.210 -2.043

The value obtained for the HOMO-LUMO gap is 7.930 eV. Its HOMO energy is -7.24 eV. The relative energy (zero: lowest compared OMol25 entry of this formula, charge and spin) is 24.7 kcal/mol. Its total charge is -1. The calculation puts the electronic energy at -4855.797129 a.u.

natural (NBO) atomic charge list, values in e, 5 entries:
1. Na 0.905
2. Na 0.959
3. N -1.273
4. S 2.358
5. O -0.889



Record 4
# C3H34O14

A 15-piece molecular cluster, C3H34O14 overall in a non-equilibrium geometry (ωB97M-V with the def2-TZVPD basis set, the Open Molecules 2025 dataset).

Element x y z (Å)
C1 0.309 1.539 -2.696
C2 -0.360 1.889 -1.453
C3 0.253 1.772 -0.270
H1 0.260 2.101 -3.668
H2 1.400 1.371 -2.861
H3 -0.009 0.501 -2.990
H4 -1.389 2.157 -1.399
H5 -0.302 1.679 0.648
H6 1.318 1.578 -0.116
H7 -1.105 2.387 3.094
H8 -2.387 3.127 2.811
O1 -1.676 2.652 2.366
H9 2.871 -2.189 -0.529
H10 4.054 -2.958 0.144
O2 3.106 -2.975 -0.018
H11 3.376 1.449 -0.087
H12 2.922 0.908 1.318
O3 3.629 0.910 0.668
H13 -4.064 1.202 2.187
H14 -3.369 0.276 1.359
O4 -4.260 0.366 1.736
H15 1.845 -1.554 1.170
H16 0.769 -0.636 0.665
O5 1.617 -0.608 1.193
H17 2.536 -0.087 -0.855
H18 3.147 -0.176 -2.398
O6 2.559 -0.518 -1.716
H19 -0.851 -0.104 -0.905
H20 -1.135 -1.535 -0.767
O7 -0.730 -0.807 -0.249
H21 -3.560 0.207 -1.445
H22 -2.649 1.553 -1.829
O8 -3.283 0.889 -2.076
H23 -1.454 -0.235 2.760
H24 -0.351 -1.195 2.350
O9 -1.272 -1.169 2.631
H25 1.355 -0.346 3.084
H26 0.460 -0.250 4.465
O10 0.998 0.193 3.805
H27 1.536 2.855 2.939
H28 1.087 3.181 1.458
O11 0.793 3.071 2.360
H29 1.324 -2.609 -3.147
H30 0.959 -1.151 -3.039
O12 1.090 -1.846 -3.690
H31 -3.226 -2.984 0.673
H32 -1.991 -2.381 1.442
O13 -2.267 -2.979 0.718
H33 -0.840 -2.489 -3.905
H34 -1.496 -3.387 -2.666
O14 -1.553 -2.642 -3.267

The value obtained for the HOMO-LUMO gap is 10.359 eV. Its HOMO energy is -10.36 eV. The relative energy (zero: lowest compared OMol25 entry of this formula, charge and spin) is 78.7 kcal/mol. Its total charge is 0. The calculation puts the electronic energy at -1187.956588 a.u.

natural (NBO) atomic charge list, values in e, 5 entries:
1. C -0.695
2. C -0.191
3. C -0.399
4. H 0.241
5. H 0.236



Record 5
# C3H5NO2

A 3-piece molecular cluster, C3H5NO2 overall in a non-equilibrium geometry (ωB97M-V with the def2-TZVPD basis set, the Open Molecules 2025 dataset).

Element x y z (Å)
N1 1.018 -1.554 -1.974
C1 0.591 -0.875 -1.114
O1 1.422 -0.218 0.506
C2 0.663 0.403 1.293
C3 -1.297 0.330 0.433
O2 -1.172 -0.208 -0.698
H1 1.050 -2.119 -2.795
H2 0.706 1.499 1.318
H3 0.318 -0.100 2.205
H4 -1.715 -0.261 1.257
H5 -1.412 1.419 0.495

The value obtained for the HOMO-LUMO gap is 9.645 eV. Its HOMO energy is -9.32 eV. The relative energy (zero: lowest compared OMol25 entry of this formula, charge and spin) is 137.2 kcal/mol. Its total charge is 0. The calculation puts the electronic energy at -322.355612 a.u.

natural (NBO) atomic charge list, values in e, 5 entries:
1. N -0.719
2. C 0.596
3. O -0.507
4. C 0.056
5. C 0.061